Computed, not measured: 9 unconnected molecules or ions with the total composition C22H57BF4N2O6, with ωB97M-V/def2-TZVPD.

XYZ file:
```
92
C22H57BF4N2O6 ωB97M-V/def2-TZVPD
F -1.44029 -1.44142 0.56816
F 0.76951 -1.03707 -0.09945
F -0.91964 0.56290 -0.34693
F -0.82907 -1.21560 -1.57448
O 1.44698 -3.35402 1.30390
O -3.53143 -2.43389 -1.45785
O -2.40879 -3.08200 2.71303
O -3.44873 0.63065 1.88961
O -2.31908 2.80440 -1.47031
O 2.65391 -1.70027 -2.17257
N -0.10294 -1.01857 -6.06723
N 2.51229 2.60830 0.91833
C -3.07049 2.26992 -2.45306
C 3.90686 2.73453 2.88923
C 2.48996 2.44085 -0.54894
C -4.37264 -1.83665 -0.53034
C -1.79814 0.78874 3.52491
C 1.21830 2.45591 1.54601
C 3.38250 4.06155 2.70357
C -1.48723 -2.35567 -4.23891
C 3.54981 1.89926 1.69707
C 1.56131 3.29356 -1.35638
C 3.31425 -4.64129 2.18304
C 2.85206 -3.32102 1.54780
C -0.75884 -1.56495 -5.27196
C 1.71148 2.94300 -2.86600
C 2.86805 4.00916 1.25880
C -5.80270 -1.64270 -1.04042
C -1.64196 -3.99138 4.64055
C 3.88376 -1.42271 -3.97448
C 2.45413 -1.60453 -3.54249
C -1.15433 -3.49855 3.27535
C -2.97178 1.52477 2.91559
C -3.86195 3.33429 -3.21859
B -0.64771 -0.82839 -0.40944
H -2.15112 -3.28596 5.06250
H 4.35166 1.81564 1.22952
H -0.75282 -4.34837 2.68313
H -1.78609 -0.30724 3.45422
H 3.95754 -1.53013 -5.07333
H 1.24895 1.86812 -3.03404
H -0.98756 1.22979 3.11033
H -4.70261 3.73467 -2.40192
H 2.89754 -5.21776 1.35580
H -3.86530 1.58064 3.56761
H 1.78200 -1.40976 -1.85885
H 4.49024 -2.36901 -3.52023
H -4.34933 2.92564 -4.20126
H -2.67131 2.53999 2.29254
H 2.70675 3.09297 -3.25039
H 5.04316 2.81075 2.75683
H 3.14086 0.88630 1.95878
H -4.51234 -2.44956 0.39138
H 3.45800 2.27160 3.88775
H -2.22234 -3.25937 -4.77038
H -0.67434 -2.62497 -3.55798
H 4.34227 -4.50625 2.22909
H 1.76463 4.29034 -1.28368
H 4.14335 -0.44508 -3.64784
H 2.80957 -4.84532 3.15431
H 3.63513 4.31055 0.41745
H 1.70588 -0.88307 -3.75043
H 0.27069 3.06816 1.31101
H -3.35570 4.23979 -3.65924
H -3.57257 1.51132 -1.83993
H -6.60314 -1.16748 -0.43470
H -6.04116 -2.61892 -1.29198
H -2.13770 -2.69462 1.94711
H -2.46769 1.71944 -3.05503
H 3.52411 -3.14100 0.63180
H -2.52021 -4.56534 4.70169
H -2.70453 0.21251 1.46234
H 0.46012 3.11983 -1.15531
H 0.85330 1.38039 1.48778
H -0.36294 -2.61663 3.34736
H -5.83491 -1.14424 -1.91144
H 3.13097 -2.49182 2.29731
H 0.95996 3.63435 -3.52042
H 1.32733 -2.45335 1.06948
H -0.78152 -4.20381 5.38682
H -2.14611 -1.83264 -3.76989
H 2.46716 4.29430 3.34240
H 2.05929 -2.54532 -3.65979
H 1.24388 2.55500 2.67074
H -1.94502 0.98622 4.57057
H 2.18936 1.38600 -0.60101
H -1.67680 2.16003 -1.00486
H 3.53778 2.39903 -0.86179
H -4.10366 -0.77642 -0.43328
H 3.99250 4.78783 3.03612
H 2.08789 4.71227 1.07919
H -2.66045 -2.16118 -1.27903
```

## Properties
E_LUMO	-0.0177	Eh
electronic energy	-50544.7320	eV
net charge	0
orbital gap	0.3240	Eh
molecular weight	532.51	g/mol

Now the Löwdin charges, all in e: atom 1 (F): 0.14, atom 2 (F): 0.05, atom 3 (F): 0.10, atom 4 (F): 0.32, atom 5 (O): -0.07, atom 6 (O): -0.04, atom 7 (O): -0.07, atom 8 (O): -0.12, atom 9 (O): -0.12, atom 10 (O): -0.11, atom 11 (N): 0.11, atom 12 (N): -0.27, atom 13 (C): -0.40, atom 14 (C): -0.17, atom 15 (C): -0.13, atom 16 (C): -0.32, atom 17 (C): -0.07, atom 18 (C): -0.03, atom 19 (C): -0.18, atom 20 (C): -0.05, atom 21 (C): -0.10, atom 22 (C): -0.23, atom 23 (C): -0.09, atom 24 (C): -0.35, atom 25 (C): -0.27, atom 26 (C): -0.08, atom 27 (C): -0.11, atom 28 (C): -0.08, atom 29 (C): -0.10, atom 30 (C): -0.08, atom 31 (C): -0.36, atom 32 (C): -0.28, atom 33 (C): -0.27, atom 34 (C): -0.09, atom 35 (B): -1.37, atom 36 (H): -0.01, atom 37 (H): 0.05, atom 38 (H): 0.11, atom 39 (H): 0.09, atom 40 (H): 0.07, atom 41 (H): 0.11, atom 42 (H): 0.00, atom 43 (H): 0.13, atom 44 (H): 0.08, atom 45 (H): 0.11, atom 46 (H): 0.05, atom 47 (H): 0.14, atom 48 (H): 0.09, atom 49 (H): 0.15, atom 50 (H): 0.05, atom 51 (H): 0.16, atom 52 (H): 0.17, atom 53 (H): 0.13, atom 54 (H): 0.17, atom 55 (H): 0.18, atom 56 (H): 0.07, atom 57 (H): 0.04, atom 58 (H): 0.07, atom 59 (H): 0.05, atom 60 (H): 0.09, atom 61 (H): 0.18, atom 62 (H): 0.09, atom 63 (H): 0.15, atom 64 (H): 0.07, atom 65 (H): 0.12, atom 66 (H): 0.10, atom 67 (H): 0.05, atom 68 (H): -0.02, atom 69 (H): 0.07, atom 70 (H): 0.13, atom 71 (H): 0.06, atom 72 (H): 0.02, atom 73 (H): 0.12, atom 74 (H): 0.12, atom 75 (H): 0.14, atom 76 (H): 0.02, atom 77 (H): 0.11, atom 78 (H): 0.13, atom 79 (H): 0.02, atom 80 (H): 0.11, atom 81 (H): -0.03, atom 82 (H): 0.14, atom 83 (H): 0.09, atom 84 (H): 0.12, atom 85 (H): 0.07, atom 86 (H): 0.14, atom 87 (H): 0.09, atom 88 (H): 0.15, atom 89 (H): 0.10, atom 90 (H): 0.08, atom 91 (H): 0.12, atom 92 (H): 0.02